# C11H15N

2 unconnected molecules or ions with the total composition C11H15N at a distorted geometry (ωB97M-V/def2-TZVPD, OMol25).

Properties
LUMO energy in hartree: 0.0323
Gap between HOMO and LUMO in eV: 8.59
HOMO level in eV: -7.71
E in eV: -13137.9842
SMILES string: Cc1c[nH]c2ccccc12.CC

CARTESIAN COORDINATES (ANGSTROEM)
C  -1.545  1.407  -3.083
C  -0.485  0.659  -2.228
C  -0.176  -0.718  -2.151
N  0.868  -0.965  -1.307
C  1.420  0.251  -0.934
C  2.203  0.599  0.168
C  2.246  1.898  0.506
C  1.487  2.885  -0.059
C  0.600  2.521  -1.009
C  0.533  1.309  -1.494
H  -2.500  1.282  -2.759
H  -1.613  0.858  -4.040
H  -1.226  2.403  -3.287
H  -0.489  -1.454  -2.869
H  1.304  -1.844  -1.440
H  2.962  -0.125  0.545
H  2.901  1.979  1.329
H  1.470  3.903  0.342
H  -0.192  3.313  -1.522
C  -1.298  -3.083  3.764
C  -1.183  -2.017  2.618
H  -2.256  -3.489  3.675
H  -0.664  -3.930  3.480
H  -1.020  -2.697  4.682
H  -0.707  -1.070  3.254
H  -0.515  -2.067  1.733
H  -2.125  -1.808  2.086

Results of the Löwdin charge analysis, in e, for atoms 1 through 4: -0.02 -0.18 -0.07 0.06

# C11H15N

2 unconnected molecules or ions with the total composition C11H15N at a distorted geometry (ωB97M-V/def2-TZVPD, OMol25).

Properties
LUMO energy in hartree: 0.0344
Gap between HOMO and LUMO in eV: 8.71
HOMO level in eV: -7.77
E in eV: -13139.8166
SMILES string: Cc1c[nH]c2ccccc12.CC

CARTESIAN COORDINATES (ANGSTROEM)
C  -2.766  1.619  0.219
C  -1.478  1.117  0.814
C  -1.106  0.937  2.110
N  0.246  0.673  2.198
C  0.746  0.637  0.907
C  2.088  0.450  0.530
C  2.281  0.424  -0.840
C  1.302  0.838  -1.759
C  0.042  1.204  -1.335
C  -0.283  0.886  -0.008
H  -3.081  2.570  0.647
H  -3.561  0.879  0.309
H  -2.530  1.833  -0.821
H  -1.791  0.756  2.924
H  0.814  0.445  2.999
H  2.951  0.313  1.161
H  3.278  0.134  -1.150
H  1.546  0.828  -2.813
H  -0.646  1.723  -1.987
C  -0.892  -3.575  -0.940
C  0.550  -3.408  -1.341
H  -1.133  -3.172  0.037
H  -1.504  -3.234  -1.772
H  -1.237  -4.604  -0.735
H  0.713  -3.147  -2.385
H  1.099  -4.368  -1.328
H  1.153  -2.800  -0.668

Results of the Löwdin charge analysis, in e, for atoms 1 through 4: -0.04 -0.22 -0.07 0.07

# C11H15N

2 unconnected molecules or ions with the total composition C11H15N at a distorted geometry (ωB97M-V/def2-TZVPD, OMol25).

Properties
LUMO energy in hartree: 0.0344
Gap between HOMO and LUMO in eV: 8.92
HOMO level in eV: -7.98
E in eV: -13139.9920
SMILES string: Cc1c[nH]c2ccccc12.CC

CARTESIAN COORDINATES (ANGSTROEM)
C  1.129  0.234  -3.313
C  0.098  -0.434  -2.484
C  -0.349  -1.710  -2.431
N  -1.309  -1.919  -1.444
C  -1.249  -0.803  -0.610
C  -1.814  -0.531  0.635
C  -1.355  0.545  1.349
C  -0.483  1.491  0.773
C  -0.065  1.283  -0.525
C  -0.374  0.099  -1.198
H  1.829  0.831  -2.826
H  0.629  0.846  -4.076
H  1.621  -0.513  -3.945
H  -0.314  -2.531  -3.142
H  -1.508  -2.836  -1.087
H  -2.543  -1.234  1.023
H  -1.674  0.772  2.359
H  -0.117  2.380  1.266
H  0.562  2.002  -1.002
C  1.750  0.864  4.450
C  2.546  0.654  3.155
H  1.564  1.920  4.665
H  0.834  0.282  4.452
H  2.366  0.575  5.307
H  2.889  -0.387  3.204
H  3.503  1.170  3.230
H  1.927  0.726  2.275

Results of the Löwdin charge analysis, in e, for atoms 1 through 4: -0.05 -0.20 -0.08 0.07

# C11H15N

2 unconnected molecules or ions with the total composition C11H15N (ωB97M-V/def2-TZVPD, OMol25).

Properties
LUMO energy in hartree: 0.0345
Gap between HOMO and LUMO in eV: 8.76
HOMO level in eV: -7.82
E in eV: -13140.7545
SMILES string: Cc1c[nH]c2ccccc12.CC

CARTESIAN COORDINATES (ANGSTROEM)
C  2.735  0.653  0.666
C  1.358  0.759  1.244
C  1.016  0.880  2.555
N  -0.357  0.942  2.690
C  -0.928  0.848  1.446
C  -2.265  0.859  1.060
C  -2.544  0.750  -0.286
C  -1.516  0.634  -1.234
C  -0.191  0.627  -0.848
C  0.121  0.737  0.508
H  3.501  0.881  1.408
H  2.839  1.353  -0.165
H  2.922  -0.353  0.289
H  1.678  0.940  3.403
H  -0.832  0.994  3.572
H  -3.061  0.943  1.790
H  -3.569  0.753  -0.638
H  -1.766  0.554  -2.284
H  0.597  0.531  -1.587
C  0.638  -2.836  -2.275
C  0.835  -3.059  -3.772
H  1.564  -2.539  -1.783
H  -0.110  -2.068  -2.078
H  0.281  -3.750  -1.796
H  -0.108  -3.360  -4.236
H  1.558  -3.854  -3.952
H  1.180  -2.159  -4.282

Results of the Löwdin charge analysis, in e, for atoms 1 through 4: -0.05 -0.23 -0.06 0.07

# C11H15N

2 unconnected molecules or ions with the total composition C11H15N at a distorted geometry (ωB97M-V/def2-TZVPD, OMol25).

Properties
LUMO energy in hartree: 0.0328
Gap between HOMO and LUMO in eV: 8.61
HOMO level in eV: -7.71
E in eV: -13138.2816
SMILES string: Cc1c[nH]c2ccccc12.CC

CARTESIAN COORDINATES (ANGSTROEM)
C  -1.562  0.959  2.287
C  -0.259  0.460  1.773
C  1.010  0.581  2.344
N  1.981  -0.028  1.623
C  1.472  -0.603  0.466
C  1.940  -1.523  -0.540
C  1.067  -1.994  -1.526
C  -0.296  -1.631  -1.537
C  -0.769  -0.773  -0.527
C  0.038  -0.357  0.544
H  -1.705  2.081  2.294
H  -1.802  0.727  3.380
H  -2.405  0.562  1.667
H  1.265  1.055  3.306
H  2.965  0.035  1.927
H  3.056  -1.731  -0.483
H  1.316  -2.680  -2.206
H  -0.830  -1.956  -2.250
H  -1.921  -0.539  -0.430
C  -0.961  2.029  -2.076
C  -2.346  1.541  -2.238
H  -0.260  1.155  -1.816
H  -0.370  2.570  -2.950
H  -1.027  2.820  -1.287
H  -3.105  2.120  -2.613
H  -2.706  1.337  -1.046
H  -2.344  0.501  -2.677

Results of the Löwdin charge analysis, in e, for atoms 1 through 4: -0.08 -0.20 -0.09 0.04

# C11H15N

2 unconnected molecules or ions with the total composition C11H15N at a distorted geometry (ωB97M-V/def2-TZVPD, OMol25).

Properties
LUMO energy in hartree: 0.0357
Gap between HOMO and LUMO in eV: 8.87
HOMO level in eV: -7.90
E in eV: -13138.3421
SMILES string: Cc1c[nH]c2ccccc12.CC

CARTESIAN COORDINATES (ANGSTROEM)
C  -1.295  2.205  -2.666
C  -1.538  1.920  -1.239
C  -2.139  2.806  -0.362
N  -1.755  2.283  0.975
C  -1.140  1.030  0.875
C  -0.455  0.421  1.891
C  0.178  -0.733  1.403
C  0.120  -1.256  0.137
C  -0.461  -0.466  -0.870
C  -1.042  0.714  -0.537
H  -0.169  1.997  -2.962
H  -1.373  3.346  -2.926
H  -2.137  1.861  -3.355
H  -2.412  3.841  -0.536
H  -2.362  2.609  1.754
H  -0.690  0.611  2.907
H  0.389  -1.419  2.214
H  0.395  -2.302  -0.059
H  -0.766  -0.731  -1.923
C  3.389  -3.651  1.012
C  4.184  -3.657  -0.273
H  2.362  -3.568  0.645
H  3.465  -4.590  1.616
H  3.471  -2.776  1.644
H  5.280  -3.280  -0.254
H  3.739  -2.924  -1.006
H  4.286  -4.650  -0.815

Results of the Löwdin charge analysis, in e, for atoms 1 through 4: -0.10 -0.27 0.00 0.03

# C11H15N

2 unconnected molecules or ions with the total composition C11H15N at a distorted geometry (ωB97M-V/def2-TZVPD, OMol25).

Properties
LUMO energy (spin up / spin down) in hartree: -0.1421 / -0.2670
2S+1: 2
Gap between HOMO and LUMO (spin up / spin down) in eV: 9.46 / 6.08
Total charge: +1
HOMO level (spin up / spin down) in eV: -13.33 / -13.34
E in eV: -13132.0553

CARTESIAN COORDINATES (ANGSTROEM)
C  0.538  -2.939  1.548
C  0.993  0.722  1.327
C  0.201  -0.403  1.158
C  1.005  -1.534  1.525
C  2.315  -1.056  1.691
C  0.545  2.002  1.017
C  -0.801  2.097  0.744
C  -1.168  -0.346  0.781
C  -1.619  0.953  0.647
N  2.339  0.311  1.633
H  2.811  0.718  2.436
H  1.219  2.851  1.062
H  3.243  -1.596  1.806
H  -1.284  3.041  0.561
H  -1.690  -1.280  0.701
H  1.406  -3.586  1.446
H  -0.037  -3.198  0.643
H  -2.696  1.096  0.592
H  -0.137  -3.150  2.388
C  -1.469  1.041  -2.543
C  -0.395  0.364  -3.356
H  -2.410  1.078  -3.121
H  -1.656  0.453  -1.661
H  -1.291  2.085  -2.327
H  0.614  0.299  -2.925
H  -0.488  -0.736  -3.428
H  -0.088  0.712  -4.346

Results of the Löwdin charge analysis, in e, for atoms 1 through 4: 0.00 -0.16 -0.12 -0.12

# C11H15N2O

2 unconnected molecules or ions with the total composition C11H15N2O at a distorted geometry (ωB97M-V/def2-TZVPD, OMol25).

Properties
LUMO energy in hartree: -0.1372
Gap between HOMO and LUMO in eV: 8.37
Total charge: +1
HOMO level in eV: -12.10
E in eV: -16664.4082

CARTESIAN COORDINATES (ANGSTROEM)
C  -0.273  -1.844  -3.729
C  0.967  -2.456  -3.369
C  -0.579  -0.962  -2.789
C  1.247  -2.101  -2.119
C  0.230  1.717  1.558
C  1.245  0.879  1.371
C  -1.174  1.311  -0.457
C  -1.002  1.941  0.702
C  1.155  -0.325  0.460
C  0.498  -0.225  -0.760
C  -1.764  3.616  2.216
N  0.398  -1.012  -1.773
N  0.350  -2.420  1.896
O  -1.951  2.765  1.056
H  -0.930  -1.910  -4.573
H  1.515  -3.187  -3.878
H  -1.443  -0.312  -2.580
H  2.069  -2.486  -1.657
H  0.336  2.607  2.260
H  2.089  0.983  2.087
H  -1.580  1.579  -1.383
H  2.026  -0.837  0.459
H  0.552  -1.270  0.907
H  -1.130  4.539  1.893
H  -1.512  2.968  2.976
H  -2.700  4.209  2.430
H  1.259  -2.916  1.904
H  -0.342  -3.069  2.213
H  0.444  -1.780  2.677

Results of the Löwdin charge analysis, in e, for atoms 1 through 4: -0.03 -0.02 -0.04 -0.02

For the records above, the corresponding relative energy (zero: lowest compared OMol25 entry of this formula, charge and spin) values read 2.8070 0.9746 0.7992 0.0367 2.5096 2.4491 1.1515 6.4265 eV.